Record 1
The molecule C4H6N2. Source: the OMol25 dataset; level of theory: the ωB97M-V functional and the def2-TZVPD basis.

Last column: Löwdin charge in e.
Positions of all 12 atoms, in Å:
N (-1.7895, 0.3936, -0.1356)  0.060
C (-0.3905, 0.1757, -0.0394)  -0.352
C (0.4268, 1.3968, -0.2402)  -0.213
N (1.6639, 1.4522, 0.0429)  0.098
C (0.6713, -2.2087, 0.1756)  0.015
C (0.1584, -1.0115, 0.1081)  -0.049
H (-2.1112, 1.1010, 0.5170)  0.081
H (-2.3169, -0.4582, 0.0110)  0.084
H (-0.1502, 2.2381, -0.6524)  0.112
H (2.0279, 2.3768, -0.1893)  0.045
H (0.9930, -2.6428, 1.1209)  0.058
H (0.8169, -2.8131, -0.7185)  0.059

Properties
HOMO-LUMO gap, eV: 9.443
2S+1: 1
E_HOMO, Eh: -0.313
SMILES: [H]/N=C/C(N)=C=C
Energy above the lowest of the compared OMol25 structures with the same formula, charge and spin, kcal per mole: 54.8
Net charge: 0
LUMO, eV: 0.93

=====

Record 2
A structure of composition C26H35O2W in a non-equilibrium geometry. Source: the OMol25 dataset; level of theory: the ωB97M-V functional and the def2-TZVPD basis.

Last column: Löwdin charge in e.
Positions of all 64 atoms, in Å:
O (-0.4441, 1.7697, -3.0846)  -0.178
C (0.7260, 2.6028, -3.2165)  -0.136
C (-0.0803, 3.8398, -2.8011)  -0.017
H (1.0832, 2.6105, -4.2530)  0.126
H (1.5156, 2.2137, -2.5568)  0.105
C (-1.3230, 2.8666, -2.7570)  -0.520
H (-0.0303, 4.6895, -3.4772)  0.116
H (0.1236, 4.0860, -1.7596)  0.103
C (-2.5568, 2.8041, -3.6350)  -0.013
H (-2.3982, 2.8992, -4.7114)  0.093
H (-3.2816, 3.5606, -3.3171)  0.089
H (-3.0442, 1.8340, -3.4148)  0.095
C (-1.9164, 2.6755, -1.3993)  -0.051
H (-1.1199, 2.6190, -0.6514)  0.040
H (-2.4763, 1.7247, -1.3616)  0.095
H (-2.6083, 3.5166, -1.2079)  0.120
W (0.1010, -0.0087, 1.5572)  1.548
C (0.9314, 1.9739, 2.6102)  -0.140
C (2.1473, 1.2079, 2.6598)  -0.109
C (2.5529, 0.9425, 1.3216)  -0.079
H (2.6728, 0.9541, 3.5791)  0.118
C (1.5177, 1.3852, 0.4203)  -0.181
C (0.5642, 2.1426, 1.2242)  -0.231
H (-0.2392, 2.7801, 0.8725)  0.097
H (0.4876, 2.5311, 3.4360)  0.130
H (3.4774, 0.4549, 1.0134)  0.133
H (1.4853, 1.2971, -0.6615)  0.098
C (-1.6433, -0.8370, 2.8059)  -0.138
C (-1.9778, 0.5149, 2.5495)  -0.095
C (-1.9349, 0.7086, 1.1235)  -0.186
H (-2.3104, 1.2446, 3.2978)  0.143
C (-1.6249, -0.5607, 0.4833)  -0.201
C (-1.4488, -1.5150, 1.5425)  -0.207
H (-1.3729, -2.5880, 1.4159)  0.132
H (-1.6584, -1.3033, 3.7953)  0.139
H (-2.1969, 1.6170, 0.5996)  0.081
H (-1.5213, -0.7493, -0.5850)  0.118
O (0.1371, -1.0592, -2.3718)  -0.167
C (-0.4036, -0.6281, -3.6334)  -0.221
C (0.2034, -1.2682, -4.8658)  -0.152
H (0.0173, 0.3707, -3.7646)  0.069
H (-1.5074, -0.5593, -3.6317)  0.133
C (1.2785, -2.1735, -4.2546)  -0.151
H (0.6789, -0.4678, -5.4694)  0.117
H (-0.5586, -1.7677, -5.4732)  0.111
C (1.1729, -2.0193, -2.7235)  -0.175
H (2.2728, -1.8767, -4.5994)  0.108
H (1.1043, -3.1974, -4.5963)  0.110
H (2.1122, -1.6586, -2.2923)  0.109
H (0.8951, -2.9897, -2.2905)  0.113
C (1.4318, -1.7625, 2.1120)  -0.193
C (1.0640, -2.3739, 3.4063)  -0.335
C (0.4882, -3.6576, 3.4368)  -0.062
C (0.1725, -4.2489, 4.6572)  -0.073
C (0.3734, -3.5504, 5.8569)  -0.080
C (0.9545, -2.2740, 5.8335)  -0.080
C (1.2911, -1.6836, 4.6201)  -0.064
H (2.4932, -1.4815, 2.0515)  0.062
H (1.0756, -2.3096, 1.2066)  0.062
H (0.3278, -4.1772, 2.4910)  0.112
H (-0.2173, -5.2650, 4.6674)  0.108
H (0.0771, -3.9993, 6.8085)  0.108
H (1.1565, -1.7398, 6.7655)  0.109
H (1.7309, -0.6865, 4.5964)  0.084

Properties
HOMO-LUMO gap (spin up / spin down), eV: 7.561 / 6.379
2S+1: 3
E_HOMO (spin up / spin down), Eh: -0.403 / -0.402
Energy above the lowest of the compared OMol25 structures with the same formula, charge and spin, kcal per mole: 43.7
Net charge: +1
LUMO (spin up / spin down), eV: -3.40 / -4.55

=====

Record 3
The molecule C5H8O in a non-equilibrium geometry. Source: the OMol25 dataset; level of theory: the ωB97M-V functional and the def2-TZVPD basis.

Last column: Löwdin charge in e.
Positions of all 14 atoms, in Å:
C (1.0809, 0.6547, 0.0803)  -0.156
C (0.8864, -0.8860, 0.1724)  -0.100
C (-0.4520, -0.7812, -0.6223)  -0.324
O (-1.6582, -0.9656, 0.0900)  -0.103
C (-1.5568, 0.2894, 0.7412)  -0.044
C (-0.2924, 0.7263, -0.5366)  -0.164
H (1.2065, 1.1993, 1.0228)  0.106
H (1.8784, 0.9676, -0.5998)  0.104
H (0.7715, -1.2796, 1.1835)  0.112
H (1.6484, -1.4634, -0.3507)  0.103
H (-0.4955, -1.3078, -1.5746)  0.145
H (-0.9437, 0.2218, 1.6395)  0.098
H (-1.5709, 1.2085, 0.1344)  0.081
H (-0.5026, 1.4160, -1.3801)  0.142

Properties
HOMO-LUMO gap, eV: 9.215
2S+1: 1
E_HOMO, Eh: -0.300
SMILES: C1C[C@H]2OC[C@@H]12
Energy above the lowest of the compared OMol25 structures with the same formula, charge and spin, kcal per mole: 120.9
Net charge: 0
LUMO, eV: 1.04

=====

Record 4
The molecule C14H28O3 in a non-equilibrium geometry. Source: the OMol25 dataset; level of theory: the ωB97M-V functional and the def2-TZVPD basis.

Last column: Löwdin charge in e.
Positions of all 45 atoms, in Å:
C (-4.1392, -1.0642, -1.0013)  -0.093
C (-1.4842, 0.2351, 0.2090)  -0.588
C (-1.5733, 1.7235, -0.2708)  -0.055
C (-0.3106, 2.3462, -0.9061)  -0.180
C (0.8606, 2.6157, 0.0672)  -0.176
C (1.6099, 1.2819, 0.2503)  -0.218
C (2.5893, 0.9608, -0.8813)  -0.235
C (3.6658, -0.1045, -0.4976)  -0.166
C (2.9755, -1.2909, 0.4280)  -0.184
C (1.7657, -2.0631, -0.1789)  -0.236
C (0.6300, -2.4177, 0.6626)  -0.184
C (-0.6932, -2.1183, -0.1848)  -0.125
C (-0.9649, -0.6605, -0.7992)  -0.096
C (-1.3835, 0.7950, 2.4721)  -0.077
H (-3.4013, -1.7219, -1.8223)  0.161
H (-4.6157, -1.5962, -0.1852)  0.082
H (-5.0510, -0.7025, -1.5585)  0.098
H (-1.7653, 2.5053, 0.6364)  0.165
H (-2.3259, 1.5268, -0.9698)  0.087
H (0.0207, 1.7350, -1.6942)  0.075
H (-0.5037, 3.2426, -1.4614)  0.101
H (1.5930, 3.3400, -0.2987)  0.105
H (0.5986, 2.9187, 1.0964)  0.103
H (2.2250, 1.4381, 1.2293)  0.147
H (0.8788, 0.4230, 0.3143)  0.092
H (2.0199, 0.5843, -1.6777)  0.068
H (3.2530, 1.7955, -1.2482)  0.122
H (4.4362, -0.5977, -1.2301)  0.122
H (4.3498, 0.4634, 0.2697)  0.116
H (2.8378, -0.9314, 1.4409)  0.085
H (3.7234, -1.9846, 0.7760)  0.080
H (1.4247, -1.5443, -1.0198)  0.062
H (2.1885, -3.0210, -0.6519)  0.140
H (0.6940, -3.4716, 0.9022)  0.106
H (0.3738, -1.8095, 1.5244)  0.100
H (-1.6535, -2.2224, 0.4098)  0.117
H (-1.0059, -2.8958, -0.8673)  0.091
H (-0.1113, -0.1688, -1.3574)  0.111
H (-1.8183, -0.8258, -1.6263)  0.139
H (-1.0039, 0.4721, 3.4496)  0.092
H (-1.1473, 1.9345, 2.4170)  0.092
H (-2.5387, 0.8777, 2.4706)  0.125
O (-3.6401, 0.1875, -0.5444)  -0.157
O (-2.7831, -0.2694, 0.5042)  -0.087
O (-0.8000, 0.0796, 1.4032)  -0.128

Properties
HOMO-LUMO gap, eV: 10.574
2S+1: 1
E_HOMO, Eh: -0.356
SMILES: COOC1(OC)CCCCCCCCCCC1
Energy above the lowest of the compared OMol25 structures with the same formula, charge and spin, kcal per mole: 156.1
Net charge: 0
LUMO, eV: 0.88

=====

Record 5
A structure of composition C31H30DyI2N3O5 in a non-equilibrium geometry. Source: the OMol25 dataset; level of theory: the ωB97M-V functional and the def2-TZVPD basis.

Last column: Löwdin charge in e.
Positions of all 72 atoms, in Å:
Dy (-0.1494, -0.2663, -0.3925)  1.610
C (2.3992, -3.4916, 2.2069)  -0.068
C (1.0867, -3.8772, 1.5294)  -0.354
C (1.2905, -4.1618, 0.0398)  -0.064
C (-0.0433, -2.8913, 1.8006)  -0.208
C (-0.0522, -2.0580, 2.9238)  -0.022
C (-1.1570, -1.2865, 3.2414)  -0.034
C (-2.3107, -1.3064, 2.4602)  -0.291
C (-3.5054, -0.4749, 2.8259)  -0.037
C (-2.2927, -2.0948, 1.3195)  -0.072
C (-1.1739, -2.8606, 0.9872)  -0.074
H (3.1736, -4.2142, 1.9454)  0.082
H (2.3176, -3.4895, 3.2944)  0.074
H (2.7361, -2.5031, 1.8923)  0.065
H (0.7582, -4.8165, 1.9926)  0.145
H (1.4153, -3.2476, -0.5404)  0.053
H (0.4545, -4.7123, -0.3929)  0.077
H (2.1789, -4.7812, -0.0954)  0.083
H (0.8163, -2.0137, 3.5664)  0.108
H (-1.1215, -0.6475, 4.1167)  0.123
H (-3.9621, -0.8221, 3.7547)  0.086
H (-4.2686, -0.5184, 2.0476)  0.075
H (-3.2224, 0.5699, 2.9616)  0.070
H (-3.1644, -2.1407, 0.6768)  0.110
H (-1.2150, -3.4829, 0.1016)  0.114
C (4.1369, -1.3626, -0.3776)  0.004
C (3.0753, -0.4232, 0.1220)  -0.423
O (1.8956, -0.8695, 0.2175)  -0.174
C (3.4317, 0.8676, 0.5503)  0.004
C (2.5168, 1.8327, 0.9825)  -0.232
C (2.8610, 2.8226, 2.0509)  -0.001
N (1.2966, 1.9308, 0.4793)  -0.084
N (0.3531, 2.8482, 0.8799)  0.144
C (-0.8138, 2.2933, 1.1541)  -0.419
O (-1.1287, 1.0577, 1.0875)  -0.163
C (-1.8656, 3.2592, 1.5932)  -0.135
C (-3.2041, 2.9399, 1.4101)  -0.033
C (-4.1960, 3.8249, 1.8064)  -0.074
C (-3.8512, 5.0287, 2.4036)  -0.086
C (-2.5132, 5.3495, 2.5956)  -0.076
C (-1.5232, 4.4721, 2.1843)  -0.024
H (3.6678, -2.2191, -0.8552)  0.083
H (4.7527, -1.7165, 0.4527)  0.092
H (4.7941, -0.8542, -1.0823)  0.091
H (4.4790, 1.0771, 0.7206)  0.115
H (3.9286, 2.7745, 2.2525)  0.083
H (2.3265, 2.5758, 2.9696)  0.096
H (2.5622, 3.8293, 1.7632)  0.087
H (-3.4619, 1.9957, 0.9501)  0.092
H (-5.2374, 3.5756, 1.6493)  0.103
H (-4.6253, 5.7171, 2.7176)  0.102
H (-2.2428, 6.2878, 3.0620)  0.102
H (-0.4780, 4.7177, 2.3110)  0.108
I (1.6590, -2.5737, -4.7494)  0.925
C (-0.2581, -1.8691, -4.4125)  -0.653
C (-1.1463, -1.7702, -5.5057)  -0.228
C (-2.4234, -1.3170, -5.3501)  -0.686
I (-3.6682, -1.2169, -7.0092)  0.921
C (-2.8707, -0.9198, -4.0582)  -0.201
C (-4.1607, -0.4160, -3.7735)  -0.033
C (-4.4896, -0.0330, -2.5053)  -0.032
C (-3.5190, -0.1386, -1.4953)  -0.115
N (-2.3171, -0.6123, -1.7139)  0.039
C (-1.9814, -1.0214, -2.9710)  -0.138
C (-0.6356, -1.5243, -3.1334)  -0.440
O (0.1355, -1.6044, -2.0890)  -0.272
H (-0.7923, -2.0668, -6.4837)  0.075
H (-4.8832, -0.3308, -4.5744)  0.060
H (-5.4688, 0.3597, -2.2709)  0.109
H (-3.7326, 0.1798, -0.4800)  0.099
O (-0.0893, 1.5486, -1.4365)  -0.258
O (1.2149, 1.3885, -0.9002)  -0.204

Properties
HOMO-LUMO gap (spin up / spin down), eV: 7.533 / 7.532
2S+1: 6
E_HOMO (spin up / spin down), Eh: -0.280 / -0.280
Energy above the lowest of the compared OMol25 structures with the same formula, charge and spin, kcal per mole: 0.0
Net charge: 0
LUMO (spin up / spin down), eV: -0.08 / -0.07

=====

Copy entry 4 word for word.
The molecule C14H28O3 in a non-equilibrium geometry. Source: the OMol25 dataset; level of theory: the ωB97M-V functional and the def2-TZVPD basis.

Last column: Löwdin charge in e.
Positions of all 45 atoms, in Å:
C (-4.1392, -1.0642, -1.0013)  -0.093
C (-1.4842, 0.2351, 0.2090)  -0.588
C (-1.5733, 1.7235, -0.2708)  -0.055
C (-0.3106, 2.3462, -0.9061)  -0.180
C (0.8606, 2.6157, 0.0672)  -0.176
C (1.6099, 1.2819, 0.2503)  -0.218
C (2.5893, 0.9608, -0.8813)  -0.235
C (3.6658, -0.1045, -0.4976)  -0.166
C (2.9755, -1.2909, 0.4280)  -0.184
C (1.7657, -2.0631, -0.1789)  -0.236
C (0.6300, -2.4177, 0.6626)  -0.184
C (-0.6932, -2.1183, -0.1848)  -0.125
C (-0.9649, -0.6605, -0.7992)  -0.096
C (-1.3835, 0.7950, 2.4721)  -0.077
H (-3.4013, -1.7219, -1.8223)  0.161
H (-4.6157, -1.5962, -0.1852)  0.082
H (-5.0510, -0.7025, -1.5585)  0.098
H (-1.7653, 2.5053, 0.6364)  0.165
H (-2.3259, 1.5268, -0.9698)  0.087
H (0.0207, 1.7350, -1.6942)  0.075
H (-0.5037, 3.2426, -1.4614)  0.101
H (1.5930, 3.3400, -0.2987)  0.105
H (0.5986, 2.9187, 1.0964)  0.103
H (2.2250, 1.4381, 1.2293)  0.147
H (0.8788, 0.4230, 0.3143)  0.092
H (2.0199, 0.5843, -1.6777)  0.068
H (3.2530, 1.7955, -1.2482)  0.122
H (4.4362, -0.5977, -1.2301)  0.122
H (4.3498, 0.4634, 0.2697)  0.116
H (2.8378, -0.9314, 1.4409)  0.085
H (3.7234, -1.9846, 0.7760)  0.080
H (1.4247, -1.5443, -1.0198)  0.062
H (2.1885, -3.0210, -0.6519)  0.140
H (0.6940, -3.4716, 0.9022)  0.106
H (0.3738, -1.8095, 1.5244)  0.100
H (-1.6535, -2.2224, 0.4098)  0.117
H (-1.0059, -2.8958, -0.8673)  0.091
H (-0.1113, -0.1688, -1.3574)  0.111
H (-1.8183, -0.8258, -1.6263)  0.139
H (-1.0039, 0.4721, 3.4496)  0.092
H (-1.1473, 1.9345, 2.4170)  0.092
H (-2.5387, 0.8777, 2.4706)  0.125
O (-3.6401, 0.1875, -0.5444)  -0.157
O (-2.7831, -0.2694, 0.5042)  -0.087
O (-0.8000, 0.0796, 1.4032)  -0.128

Properties
HOMO-LUMO gap, eV: 10.574
2S+1: 1
E_HOMO, Eh: -0.356
SMILES: COOC1(OC)CCCCCCCCCCC1
Energy above the lowest of the compared OMol25 structures with the same formula, charge and spin, kcal per mole: 156.1
Net charge: 0
LUMO, eV: 0.88